32
Properties=species:S:1:pos:R:3 method="wB97M-V/def2-TZVPD" relative_energy_kj_mol=0.0 s2=6.012 multiplicity=5 homo_energy_ev="-8.2 / -8.2"
Co 6.8817 12.0327 7.4033
O 4.6527 6.2278 4.8153
C 5.7800 6.6660 4.6609
O 6.7877 6.2990 4.0646
C 5.9920 8.0187 5.2979
C 4.9529 8.5994 6.0427
C 5.1599 9.7879 6.7015
N 6.3370 10.3768 6.5884
C 7.3903 9.8613 5.8303
C 7.2244 8.6716 5.1421
C 8.6717 10.6569 5.8831
O 9.6878 10.2132 5.3857
O 8.5190 11.8646 6.5050
H 3.9883 8.0399 6.1187
H 4.3720 10.2975 7.2766
H 8.0255 8.2323 4.5300
O 6.8891 12.2424 9.2920
C 6.2947 13.1884 9.9492
C 5.5929 14.2550 9.3702
C 5.0745 15.2693 10.2064
C 4.4376 16.3432 9.6209
C 4.2349 16.5042 8.2571
C 4.7316 15.5546 7.4104
C 5.4484 14.4408 7.9021
O 5.9982 13.6381 7.0206
N 3.9233 17.3746 10.4983
O 4.1055 17.1994 11.6963
O 3.3559 18.3141 9.9976
H 6.4244 13.1340 11.0447
H 5.2164 15.2801 11.2935
H 3.7453 17.4422 7.9281
H 4.6350 15.6384 6.3422

---

22
Properties=species:S:1:pos:R:3 method="wB97M-V/def2-TZVPD" charge=-1 relative_energy_kj_mol=7.9 homo_energy_ev="-6.2 / -5.8"
C -0.9500 1.5848 1.4532
C -2.3655 1.1298 0.9029
C 1.9032 -1.9052 -0.6089
C -0.3142 0.4535 1.9902
C 0.4750 0.5540 -0.8784
O -1.9116 -0.0111 -2.1318
O -0.6303 2.7804 1.4474
O 2.3403 0.2407 0.7662
O 3.0046 0.3790 -1.5170
O -0.9372 -1.5475 -0.4397
O 0.1657 -1.0215 -2.6214
F 0.3605 1.6469 -1.6194
S 1.9936 -0.1009 -0.6014
S -0.7270 -0.6272 -1.5446
H -2.0502 0.3332 0.2842
H -2.7727 1.9313 0.3958
H -2.8272 0.7829 1.7848
H 0.8544 -2.0502 -0.5996
H 2.4328 -2.3598 -1.4205
H 2.1504 -2.2862 0.3428
H -0.8432 -0.4811 1.9933
H 0.6487 0.5742 2.6218

---

12
Properties=species:S:1:pos:R:3 method="wB97M-V/def2-TZVPD" charge=+2 relative_energy_kj_mol=321.6 s2=0.750 multiplicity=2 homo_energy_ev="-12.6 / -16.1"
H 1.2624 -0.3336 -1.3507
C 0.5172 -0.6407 -0.4020
C 1.7202 -0.6888 0.1992
O 2.5524 -0.2003 0.8900
Yb 5.0469 -0.2510 1.5583
H 0.0796 -1.5795 -0.7519
O -2.7188 -0.2097 0.9120
C -1.8770 0.3369 0.2105
C -1.3973 1.3143 -0.5229
H -2.7422 -1.1915 0.8709
H -0.7730 2.0692 -0.0320
H -1.6704 1.3747 -1.5814

---

15
Properties=species:S:1:pos:R:3 method="wB97M-V/def2-TZVPD" relative_energy_kj_mol=264.0 homo_energy_ev=-8.5
C 1.7573 0.1080 0.2326
C -0.4251 1.4711 -0.4860
C -1.3683 -0.6906 -0.1522
C 0.3524 0.2303 -0.2579
C -1.0437 0.5438 0.5619
O -2.4065 -1.4885 0.0269
O 2.0120 -1.1456 0.8145
N -0.3060 -0.9174 -0.8866
H -2.2879 -2.2835 -0.5144
H 1.5580 -1.8031 0.2656
H 2.4244 0.2848 -0.6300
H 1.9625 0.8741 0.9863
H 0.0103 2.3803 -0.0892
H -0.9402 1.6009 -1.4340
H -1.2992 0.8355 1.5624

---

119
Properties=species:S:1:pos:R:3 method="wB97M-V/def2-TZVPD" charge=+3 homo_energy_ev=-14.5
C -2.3066 1.7065 -2.9501
C -1.4828 1.2414 -4.1929
C -0.2826 2.1880 -4.2763
C 0.9956 1.7218 -5.0277
C 1.3911 0.3167 -4.6671
C 0.2314 -0.6772 -4.6197
N -0.9830 -0.1090 -3.9481
O -1.8250 -0.9399 -3.5688
C 0.8385 -1.8891 -3.9082
C -0.1224 -1.0253 -6.0961
C -2.3933 1.3369 -5.4111
H -1.7701 1.4948 -2.0215
H -3.1933 1.0755 -2.8680
H -2.6396 2.7380 -2.8605
H -0.0389 2.4653 -3.2496
H -0.5328 3.1169 -4.7887
H 1.8417 2.3366 -4.7269
H 0.8005 1.8175 -6.0969
H 1.8787 0.3528 -3.6886
H 2.2027 -0.0868 -5.2743
H 1.6832 -2.3384 -4.4267
H 0.0412 -2.6089 -3.7243
H 1.2762 -1.5711 -2.9630
H 0.1724 -0.1984 -6.7405
H -1.1880 -1.2467 -6.1468
H 0.4175 -1.8785 -6.5029
H -1.7956 1.1233 -6.3001
H -2.7463 2.3422 -5.6337
H -3.2263 0.6380 -5.3540
C 0.2858 4.0691 6.8406
C 0.2340 2.6545 6.2076
C -1.1679 2.1131 6.4692
C -1.4922 0.9076 5.5795
C -1.5375 1.3459 4.1344
C -0.1365 1.8123 3.6275
N 0.3973 2.7483 4.6863
O 1.3582 3.4132 4.3512
C -0.4260 2.7106 2.3878
C 0.7237 0.6042 3.3048
C 1.3213 1.7738 6.8423
H -0.2141 4.1829 7.8040
H -0.0811 4.8593 6.1861
H 1.2675 4.3859 7.1997
H -1.8828 2.9146 6.2765
H -1.2195 1.8685 7.5289
H -2.5059 0.5703 5.7965
H -0.7834 0.0796 5.6248
H -2.3168 2.0926 3.9712
H -1.7935 0.5516 3.4309
H 0.4724 3.1511 1.9556
H -1.0573 3.5817 2.5666
H -0.9321 2.0533 1.6819
H 0.8702 0.4932 2.2312
H 0.2864 -0.2800 3.7696
H 1.6905 0.5868 3.8143
H 1.4595 0.8529 6.2718
H 1.0972 1.4473 7.8558
H 2.2682 2.3123 6.8365
C 3.4735 2.8369 1.1568
C 3.5407 2.2320 -0.2825
N 4.6566 1.2086 -0.5347
C 6.0109 1.8259 -0.2593
C 4.4889 0.0238 0.4132
C 5.6333 -0.9771 0.4098
C 4.5419 0.8008 -2.0131
C 4.8601 1.8284 -3.0662
O 3.7177 2.6842 -3.1483
C 4.0145 3.7934 -3.9879
H 4.4777 3.1019 1.4839
H 3.0450 2.1552 1.8922
H 2.8175 3.7055 1.1457
H 3.6310 3.0687 -0.9682
H 2.6213 1.6879 -0.4973
H 5.9206 2.7827 -0.7693
H 6.8359 1.2441 -0.6619
H 6.1205 1.9547 0.8138
H 3.5072 -0.4019 0.1966
H 4.4116 0.4401 1.4171
H 5.8533 -1.3881 -0.5751
H 5.4955 -1.8500 1.0488
H 6.5381 -0.5705 0.8639
H 3.5204 0.4460 -2.1467
H 5.2769 0.0022 -2.1154
H 5.2160 1.4864 -4.0414
H 5.7072 2.4662 -2.7867
H 4.3291 3.4957 -4.9884
H 4.7796 4.4199 -3.5203
H 3.1079 4.3958 -3.9446
C -2.3017 -2.5744 0.0281
C -3.7929 -2.9610 0.0388
N -4.1240 -4.4486 0.0120
C -5.6022 -4.6951 -0.1631
C -3.4597 -5.2095 -1.1791
C -3.6500 -4.5205 -2.5470
C -3.5976 -5.0642 1.3409
C -4.0087 -4.2689 2.5722
O -5.3739 -3.9303 2.6277
C -5.7104 -3.5254 3.9665
H -1.7581 -3.0619 -0.7834
H -1.7543 -2.9269 0.9050
H -2.1094 -1.5073 -0.0749
H -4.1629 -2.5043 -0.8815
H -4.3167 -2.3513 0.7729
H -5.9286 -5.6373 0.2711
H -5.9244 -4.6666 -1.2017
H -6.1655 -3.8977 0.3176
H -3.7897 -6.2460 -1.1917
H -2.3950 -5.1985 -0.9481
H -3.2873 -3.4963 -2.6182
H -4.6633 -4.5404 -2.9479
H -3.0856 -5.0889 -3.2881
H -2.5104 -5.0472 1.3423
H -4.0766 -6.0399 1.3924
H -3.4034 -3.3626 2.6840
H -3.7531 -4.8718 3.4493
H -5.2550 -2.5498 4.1619
H -5.4116 -4.3097 4.6613
H -6.7557 -3.2765 4.1446
Br 0.5476 -0.4196 -0.5984

---

Please write out number 2 again, unchanged.
22
Properties=species:S:1:pos:R:3 method="wB97M-V/def2-TZVPD" charge=-1 relative_energy_kj_mol=7.9 homo_energy_ev="-6.2 / -5.8"
C -0.9500 1.5848 1.4532
C -2.3655 1.1298 0.9029
C 1.9032 -1.9052 -0.6089
C -0.3142 0.4535 1.9902
C 0.4750 0.5540 -0.8784
O -1.9116 -0.0111 -2.1318
O -0.6303 2.7804 1.4474
O 2.3403 0.2407 0.7662
O 3.0046 0.3790 -1.5170
O -0.9372 -1.5475 -0.4397
O 0.1657 -1.0215 -2.6214
F 0.3605 1.6469 -1.6194
S 1.9936 -0.1009 -0.6014
S -0.7270 -0.6272 -1.5446
H -2.0502 0.3332 0.2842
H -2.7727 1.9313 0.3958
H -2.8272 0.7829 1.7848
H 0.8544 -2.0502 -0.5996
H 2.4328 -2.3598 -1.4205
H 2.1504 -2.2862 0.3428
H -0.8432 -0.4811 1.9933
H 0.6487 0.5742 2.6218